[1]
98
Properties=species:S:1:pos:R:3:forces:R:3:lowdin_charge:R:1 method="wB97M-V/def2-TZVPD" total_charge=0 multiplicity=2 homo_energy_ev="-8.7 / -9.1" gap_ev="9.10 / 9.18" e_lumo_ev="0.38 / 0.08" e_tot_ev=-65780.5630
C 3.997926 -1.328666 0.548096 -0.5 0.1 -0.1 0.02
C 2.505824 -1.067448 0.454507 0.3 -0.6 0.4 -0.42
O 1.742054 -1.831027 0.986915 -0.1 0.0 0.0 0.11
N 2.054597 0.054750 -0.337529 0.1 -0.2 0.1 0.08
C 1.160028 -0.390242 -1.401558 -0.3 -0.2 -0.4 -0.41
C 0.035938 -1.377027 -1.162575 0.3 -0.2 0.4 0.01
O 1.366539 0.011664 -2.512274 0.0 0.3 0.0 0.13
C 1.552558 1.207963 0.458432 -0.4 0.6 0.5 -0.30
C 0.307819 0.811611 1.299633 -0.7 0.1 -0.1 -0.13
C 0.397282 0.288549 2.584260 0.6 -0.1 0.1 -0.02
C -0.719458 -0.093281 3.308548 0.1 0.1 -0.5 -0.12
N -1.957934 0.016540 2.825873 0.6 0.3 0.1 0.03
C -2.053559 0.554281 1.617626 -0.6 0.1 -0.6 -0.12
C -1.000858 0.966955 0.815983 0.8 -0.3 0.5 -0.01
C 2.621024 1.752420 1.450933 -0.5 0.2 -0.7 -0.05
C 3.744516 2.618018 0.858931 1.5 0.0 0.7 -0.45
C 4.818881 1.839757 0.085298 -0.2 -0.2 -0.2 -0.03
C 4.484101 3.275435 2.060277 0.1 -0.3 -0.5 -0.03
N 3.185161 3.715753 0.024835 -1.5 -0.5 1.2 -0.10
O 2.681941 4.652464 0.765272 0.4 0.0 -0.4 -0.01
C 2.235725 3.272100 -1.028953 -0.2 0.7 -1.6 -0.44
C 1.555854 4.550462 -1.592693 0.4 0.1 0.2 -0.02
C 2.956907 2.612642 -2.219625 0.0 0.2 0.3 -0.02
C 1.123488 2.406075 -0.429064 0.5 -0.2 0.5 -0.05
H 4.473587 -1.139454 -0.411050 0.2 0.1 0.1 0.09
H 4.417696 -0.690046 1.323723 0.2 0.1 -0.1 0.07
H 4.133534 -2.359041 0.862980 0.0 -0.1 -0.1 0.09
H -0.798706 -1.132948 -1.812464 0.0 0.0 -0.1 0.10
H 0.415383 -2.361281 -1.452312 0.0 0.0 -0.1 0.08
H -0.261378 -1.464562 -0.123012 -0.1 0.1 -0.1 0.06
H 1.369637 0.136485 3.033979 -0.1 0.0 0.1 0.11
H -0.584209 -0.531045 4.289975 -0.2 0.0 0.1 0.11
H -3.058571 0.654768 1.215179 0.0 0.0 0.1 0.11
H -1.193630 1.374660 -0.163767 -0.1 0.0 0.0 0.11
H 3.030466 0.967326 2.085596 0.2 0.0 -0.1 0.12
H 2.060598 2.414699 2.115104 0.0 0.0 0.1 0.14
H 5.495596 2.527691 -0.422340 0.0 0.1 0.0 0.10
H 5.414543 1.243740 0.773938 0.0 0.0 0.1 0.07
H 4.402823 1.156776 -0.649545 0.1 0.1 0.1 0.04
H 3.812117 3.518313 2.876934 0.0 0.2 0.0 0.08
H 5.015847 4.162015 1.720436 -0.1 0.1 0.1 0.09
H 5.244745 2.575996 2.409722 -0.1 0.0 0.2 0.08
H 0.724719 4.877563 -0.971114 0.0 0.0 0.0 0.08
H 1.230215 4.420204 -2.620905 -0.1 -0.3 0.2 0.06
H 2.280133 5.366046 -1.606067 0.0 0.0 0.1 0.09
H 3.312523 1.612041 -2.007308 -0.1 0.1 -0.2 0.05
H 3.779035 3.249871 -2.552041 0.1 0.0 0.1 0.10
H 2.249906 2.569220 -3.041349 0.0 -0.3 0.0 0.07
H 0.440577 2.114767 -1.225542 0.1 -0.1 -0.1 0.13
H 0.562943 3.063309 0.239979 0.0 0.0 0.0 0.13
F 0.942271 3.797023 -4.654646 -0.1 0.0 -0.2 0.04
C 0.217660 4.255210 -5.699374 -0.1 0.1 -0.1 -0.28
C -1.084997 4.656113 -5.483276 -0.1 0.0 0.2 -0.02
C -1.823658 5.129190 -6.558177 0.1 0.0 -0.1 -0.08
C -1.256188 5.188183 -7.823890 0.0 0.0 0.0 -0.10
C 0.055642 4.776318 -8.016173 -0.1 0.0 0.1 -0.08
C 0.804893 4.307808 -6.946735 0.2 0.0 0.0 -0.01
H -1.508722 4.596489 -4.489448 0.0 0.0 0.0 0.12
H -2.844474 5.452598 -6.405969 0.0 0.0 0.0 0.10
H -1.836629 5.555170 -8.659710 0.0 0.0 0.0 0.10
H 0.498365 4.818453 -9.002093 0.0 0.0 0.0 0.10
H 1.830385 3.987178 -7.072652 0.0 0.0 0.0 0.12
F -1.604591 -3.627673 -2.982941 0.0 0.0 0.0 0.05
C -0.882422 -4.767032 -2.954868 0.1 -0.2 0.0 -0.28
C -0.724149 -5.488480 -4.121456 -0.1 0.0 -0.1 -0.02
C 0.022470 -6.657368 -4.086169 0.0 0.0 0.1 -0.08
C 0.590706 -7.089080 -2.894529 0.0 0.0 0.0 -0.09
C 0.415926 -6.348082 -1.733439 0.0 0.0 -0.1 -0.08
C -0.323244 -5.174644 -1.760591 0.0 0.1 0.2 -0.02
H -1.180291 -5.136996 -5.037339 0.0 0.0 0.0 0.12
H 0.160426 -7.232245 -4.992068 0.0 0.0 0.0 0.10
H 1.169188 -8.003058 -2.871671 0.0 0.0 0.0 0.10
H 0.852093 -6.682188 -0.802038 0.0 0.0 0.0 0.10
H -0.468454 -4.580864 -0.867208 0.0 0.0 0.0 0.10
F -3.299384 -1.002964 8.557815 0.0 0.0 0.0 0.05
C -4.002563 -0.501080 7.521951 -0.1 0.1 -0.2 -0.29
C -5.318377 -0.135133 7.722244 -0.1 0.0 0.1 -0.02
C -6.036304 0.383216 6.653966 0.1 0.0 -0.1 -0.09
C -5.435260 0.521403 5.409563 0.0 0.0 0.0 -0.10
C -4.109718 0.144450 5.227347 -0.2 0.1 0.0 -0.08
C -3.385002 -0.368482 6.294133 0.1 0.0 0.0 -0.01
H -5.767417 -0.257064 8.698943 0.0 0.0 0.0 0.12
H -7.067262 0.679680 6.795297 0.0 0.0 0.0 0.10
H -6.001151 0.923764 4.579358 0.0 0.0 0.0 0.10
H -3.635201 0.244349 4.258797 0.0 0.0 0.1 0.07
H -2.350357 -0.664997 6.181258 0.0 0.0 0.0 0.11
F -0.563355 -5.887803 1.419690 0.1 -0.1 0.0 0.04
C -1.636315 -5.135261 1.747610 -0.2 0.1 0.0 -0.30
C -2.901781 -5.635986 1.516270 0.0 -0.2 0.0 -0.02
C -3.999259 -4.853167 1.848117 0.1 0.1 0.0 -0.08
C -3.817403 -3.586345 2.388234 0.0 0.0 0.0 -0.09
C -2.534221 -3.101210 2.603026 0.0 -0.2 0.0 -0.07
C -1.431070 -3.882802 2.288367 0.2 0.1 0.0 -0.01
H -3.019873 -6.620767 1.083772 0.0 0.0 0.0 0.12
H -4.998106 -5.232957 1.679344 0.0 0.0 0.0 0.10
H -4.675138 -2.974827 2.636961 0.0 0.0 0.0 0.10
H -2.383059 -2.111333 3.007206 -0.1 -0.1 0.0 0.06
H -0.421104 -3.523557 2.447337 0.0 0.0 0.0 0.11

=====

[2]
12
Properties=species:S:1:pos:R:3:forces:R:3:lowdin_charge:R:1 method="wB97M-V/def2-TZVPD" total_charge=0 homo_energy_ev=-9.9 smiles=C[C@@H]1C[C@@H]1F gap_ev=10.90 e_lumo_ev=1.03 e_tot_ev=-6974.6350
C 1.498108 -0.820055 0.114409 2.6 6.5 5.8 -0.07
C 0.746055 0.366471 -0.465755 -0.9 -1.6 -1.0 -0.33
C -0.106392 1.152670 0.464328 4.6 2.7 6.4 -0.15
C -0.733836 0.215983 -0.322969 -4.6 -0.5 -4.6 -0.34
F -1.511661 -0.861632 0.122428 1.4 0.5 -0.5 -0.01
H 2.515576 -0.085978 0.066172 -1.4 -3.5 0.8 0.14
H 1.231461 -1.141599 1.323459 0.7 1.2 -3.7 0.16
H 1.472726 -1.627431 -0.449288 0.3 -3.6 -2.7 -0.01
H 1.260741 0.816024 -1.366564 -1.1 -0.6 0.9 0.15
H 0.406825 1.390714 1.600558 -2.1 -1.8 -2.8 0.20
H -0.379612 2.093979 0.196134 -0.5 2.7 -0.9 0.06
H -1.326379 0.818571 -1.212401 1.0 -2.0 2.3 0.19

=====

[3]
22
Properties=species:S:1:pos:R:3:forces:R:3:lowdin_charge:R:1 method="wB97M-V/def2-TZVPD" total_charge=0 homo_energy_ev=-8.8 gap_ev=7.52 e_lumo_ev=-1.30 e_tot_ev=-33011.4760
C -2.028017 0.719366 -2.555154 -1.6 0.9 0.6 -0.22
C 0.979499 1.622755 -2.438043 -2.3 -2.7 0.3 -0.18
C -0.182012 -2.103002 3.327547 1.8 1.5 0.4 -0.26
C 1.749606 -0.566930 1.440277 1.0 -1.1 0.0 -0.28
O -0.088091 0.670604 -0.325423 -1.7 -1.1 4.5 -0.59
Si -0.781472 1.589160 -1.453408 2.7 0.6 -3.0 0.39
Si 0.193163 -1.610966 1.548276 -0.1 3.5 2.6 0.33
S -0.995560 0.198788 1.603696 0.1 0.9 -3.4 0.58
H -1.654557 -0.180087 -3.068109 -0.1 0.1 0.7 0.03
H -2.941726 0.538902 -1.886521 1.0 -0.2 -1.2 0.04
H -2.356347 1.390717 -3.385807 0.2 -0.2 0.7 0.03
H 0.961139 2.612002 -2.812052 0.7 0.8 -0.9 -0.02
H 1.722576 1.384918 -1.692892 0.4 0.4 0.1 -0.01
H 0.940401 0.729150 -3.149408 0.2 1.6 0.4 0.04
H -1.185280 -1.983749 3.709483 -0.3 0.1 -0.2 0.02
H 0.154145 -3.095735 3.548075 0.3 -0.6 0.3 0.01
H 0.501961 -1.343067 3.872192 -1.1 -1.3 -0.4 0.06
H 1.736839 0.118198 0.537901 0.3 -1.1 1.3 0.03
H 1.821149 -0.013882 2.398042 -0.3 -0.1 -0.6 0.03
H 2.578028 -1.299040 1.518553 0.3 0.7 -0.7 0.02
H -0.827246 3.107806 -1.367277 -0.9 -0.7 0.7 0.00
H -0.298197 -2.485909 0.630052 -0.5 -1.8 -2.0 -0.06